1.
# C8H6O6

The molecule C8H6O6 (the ωB97M-V functional and the def2-TZVPD basis, the OMol25 dataset).

Properties
Frontier orbital gap (spin up / spin down) in Ha: 0.221 / 0.250
Spin multiplicity: 3
Net charge: 0
Electronic energy in eV: -20671.5606

Last column: natural (NBO) charge in e.
Element x y z (Å)
1 C -1.0447 -0.1157 -0.8129  -0.0838
2 C -0.1527 0.7514 -0.7354  0.0310
3 C -2.0210 -2.2087 0.0575  0.0870
4 C -0.9973 -2.4371 0.8507  0.4229
5 C -1.9931 -1.0520 -0.8299  0.2069
6 C 1.7421 0.5676 1.1227  0.0897
7 C 0.7871 1.6963 -0.7477  0.2299
8 C 1.8156 1.5847 0.2532  0.1421
9 O -3.1125 -3.0490 0.0075  -0.6499
10 O -0.0599 -2.5424 1.5426  -0.4968
11 O -3.0557 -1.0259 -1.7148  -0.6840
12 O 2.7049 0.4324 2.1041  -0.6923
13 O 0.7908 2.7308 -1.6251  -0.6286
14 O 2.7969 2.5391 0.2475  -0.6869
15 H -3.6772 -2.7150 -0.7051  0.4881
16 H 0.9470 -0.1523 1.0917  0.2161
17 H -2.9770 -0.2380 -2.2625  0.4971
18 H 2.5355 -0.3667 2.6084  0.5025
19 H 1.5682 3.2706 -1.4204  0.5020
20 H 3.4030 2.3299 0.9680  0.5069


2.
# C9H16NO

A cluster of 2 separate species, C9H16NO in total (the ωB97M-V functional and the def2-TZVPD basis, the OMol25 dataset).

Properties
Frontier orbital gap in Ha: 0.318
Net charge: +1
Electronic energy in eV: -13122.3627

Last column: natural (NBO) charge in e.
Element x y z (Å)
1 C -0.4845 0.9696 3.0396  -0.6376
2 C 1.0976 -1.1511 0.4127  -0.3264
3 C 0.7958 -0.1519 1.3354  -0.1931
4 C 0.1157 -2.1008 0.0951  0.2471
5 C -0.4591 -0.1324 1.9811  -0.0201
6 C -1.2087 -2.0197 0.5494  -0.2368
7 C -1.4213 -1.0047 1.5143  -0.2123
8 O 0.5390 -3.2933 -0.4665  -0.7214
9 H 2.1122 -1.3166 0.0165  0.2259
10 H 1.5927 0.5230 1.5809  0.2163
11 H 0.9510 -3.8392 0.2036  0.4962
12 H -1.8526 -2.7084 0.0222  0.2493
13 H -1.4986 1.4031 3.0756  0.2254
14 H 0.1756 1.8098 2.8797  0.2268
15 H -2.3450 -1.2582 2.0790  0.2357
16 H -0.4038 0.4584 4.0012  0.2404
17 C 0.0235 1.6597 -2.5784  -0.2190
18 C -0.2234 1.8811 -1.0989  -0.6767
19 N 0.7590 0.3050 -2.6317  -0.6947
20 H -0.8821 1.7811 -3.1553  0.2503
21 H 0.6879 2.3980 -3.0135  0.2313
22 H -1.0683 1.3833 -0.6132  0.2508
23 H -0.5042 2.9196 -0.8751  0.2590
24 H 1.7612 0.4400 -2.5055  0.4435
25 H 0.4022 -0.3889 -1.9621  0.4609
26 H 0.6964 -0.3161 -3.4539  0.4442
27 H 0.6417 1.7495 -0.4319  0.2350


3.
# C6H15NO

A structure of composition C6H15NO (the ωB97M-V functional and the def2-TZVPD basis, the OMol25 dataset).

Properties
Frontier orbital gap in Ha: 0.302
Net charge: 0
Electronic energy in eV: -9998.4119

Last column: natural (NBO) charge in e.
Element x y z (Å)
1 C -0.1429 -1.5260 2.3296  -0.6138
2 C -0.6449 -1.1464 0.9096  -0.4480
3 N -1.4682 1.6215 -0.3350  -1.0422
4 C -0.0830 1.1542 -0.2169  0.2676
5 C 0.3404 -0.2280 0.1689  -0.0376
6 C 1.6743 -0.7778 -0.2742  -0.6603
7 C 1.0463 1.9365 -0.7113  -0.6997
8 H -0.3627 -2.4173 2.8305  0.2255
9 H 0.9950 -1.5254 2.3509  0.1982
10 H -0.5671 -0.7172 2.9735  0.2156
11 H -1.5260 -0.4736 0.9574  0.2595
12 H -0.8020 -2.0305 0.2206  0.2198
13 H -0.2615 0.0528 -0.9351  0.3514
14 H -1.6682 2.0376 0.5711  0.3584
15 H 2.5305 -0.2344 -0.0316  0.2277
16 H 1.6612 -1.0593 -1.2859  0.2371
17 H 1.7622 -1.7347 0.1713  0.2274
18 H 1.7811 2.0742 0.1033  0.2279
19 H 0.6688 2.9506 -0.9343  0.2535
20 H 1.6017 1.4741 -1.5879  0.2418
21 H -2.4841 0.4520 -3.0555  0.4670
22 H -1.9914 0.3123 -1.7313  0.4831
23 O -2.0594 -0.1951 -2.4877  -0.9599


4.
# C37H45N4O7S4Tl

A structure of composition C37H45N4O7S4Tl (the ωB97M-V functional and the def2-TZVPD basis, the OMol25 dataset).

Properties
Frontier orbital gap in Ha: 0.260
Net charge: 0
Electronic energy in eV: -107426.5311

Last column: Löwdin charge in e.
Element x y z (Å)
1 Tl -0.6505 -0.5908 0.1871  0.6337
2 C 2.8394 -2.9765 -1.9208  -0.0897
3 O 1.8211 -3.7633 -2.5083  -0.0943
4 C 0.6937 -4.1335 -1.8130  -0.2111
5 C 0.0737 -5.2547 -2.3328  -0.0059
6 C -1.0725 -5.7904 -1.7608  -0.0893
7 C -1.5914 -5.1890 -0.6386  -0.0580
8 C -1.0084 -4.0340 -0.1056  -0.1568
9 C -1.6630 -3.4872 1.0683  -0.0704
10 N -1.4134 -2.3341 1.5580  -0.0768
11 N -2.0361 -1.9681 2.7275  0.0925
12 C -1.7346 -0.7323 3.0242  -0.4759
13 O -1.0510 0.0911 2.2958  -0.2330
14 C -2.2049 -0.2141 4.3371  -0.1603
15 C -1.4166 0.7077 5.0202  -0.0218
16 C -1.8424 1.2055 6.2439  -0.0767
17 C -3.0553 0.7951 6.7807  -0.0955
18 C -3.8365 -0.1320 6.1012  -0.0863
19 C -3.4091 -0.6435 4.8856  -0.0331
20 C 0.1515 -3.4511 -0.6915  -0.3022
21 O 0.7210 -2.3523 -0.2214  -0.2341
22 H 3.6808 -3.0362 -2.6110  0.0942
23 H 2.5386 -1.9385 -1.7986  0.0619
24 H 3.1437 -3.3712 -0.9484  0.0992
25 H 0.5267 -5.7127 -3.2037  0.1197
26 H -1.5322 -6.6723 -2.1856  0.0998
27 H -2.4728 -5.5944 -0.1556  0.1089
28 H -2.4028 -4.1116 1.5720  0.1333
29 H -0.4610 0.9986 4.5978  0.0946
30 H -1.2209 1.9095 6.7832  0.1022
31 H -3.3878 1.1887 7.7332  0.0981
32 H -4.7791 -0.4585 6.5223  0.0993
33 H -3.9994 -1.3728 4.3471  0.1092
34 C -2.0857 2.6253 -3.1162  -0.0435
35 N -1.3000 2.0962 -2.0217  -0.0190
36 C 0.0053 1.9290 -2.0634  -0.7381
37 S 0.8738 1.2958 -0.7031  0.7449
38 N 0.6769 2.3047 -3.1558  -0.0057
39 C 2.1065 2.1160 -3.3574  -0.0769
40 H -3.1333 2.5614 -2.8349  0.1046
41 H -1.9463 2.0368 -4.0267  0.0579
42 H -1.8366 3.6712 -3.3141  0.0996
43 H -1.7970 1.8109 -1.1712  0.0394
44 H 0.1326 2.5337 -3.9724  0.1286
45 H 2.6527 2.4230 -2.4699  0.0656
46 H 2.4130 2.7384 -4.1948  0.0942
47 H 2.3410 1.0746 -3.5748  0.0751
48 O 1.5598 -0.7192 -7.1825  0.1151
49 C 0.5435 0.0948 -6.8108  -0.4894
50 O 0.2555 1.0418 -7.4896  0.1148
51 C -0.1506 -0.2528 -5.5392  -0.1555
52 C -1.4929 0.0891 -5.3944  -0.0320
53 C -2.1595 -0.1722 -4.2121  -0.1371
54 C -1.4922 -0.7466 -3.1214  -0.6373
55 S -2.3787 -1.0195 -1.6318  0.7090
56 C -0.1461 -1.0849 -3.2766  -0.0977
57 C 0.5079 -0.8609 -4.4744  -0.0282
58 H 1.5761 -1.5008 -6.6161  0.1024
59 H -2.0048 0.5582 -6.2254  0.1279
60 H -3.2084 0.0801 -4.1119  0.1104
61 H 0.3847 -1.5363 -2.4521  0.0674
62 H 1.5540 -1.1397 -4.5540  0.1193
63 C -5.2314 3.4321 2.6426  -0.1311
64 C -4.5137 3.0610 1.3521  -0.3852
65 S -3.0772 2.0205 1.6874  0.9800
66 O -2.6257 1.5279 0.3328  -0.6163
67 C -1.9006 3.3070 2.1690  -0.3471
68 C -1.3661 4.0922 0.9810  -0.1144
69 H -6.1258 4.0133 2.4199  0.0770
70 H -4.6012 4.0344 3.2980  0.0655
71 H -5.5314 2.5405 3.1937  0.0757
72 H -4.1990 3.9354 0.7807  0.0819
73 H -5.1352 2.4365 0.7091  0.0924
74 H -1.1031 2.7652 2.6738  0.0807
75 H -2.4076 3.9325 2.9066  0.0859
76 H -0.6557 3.4887 0.4179  0.0348
77 H -0.8520 4.9860 1.3345  0.0828
78 H -2.1573 4.4090 0.2989  0.0667
79 C 7.5885 0.3331 0.4184  -0.0521
80 C 6.1714 0.1953 0.9062  -0.2725
81 C 5.2420 -0.5690 0.2051  -0.0313
82 C 3.9358 -0.6866 0.6541  -0.0773
83 C 3.5589 -0.0480 1.8228  -0.3810
84 C 4.4580 0.7274 2.5343  -0.0560
85 C 5.7601 0.8409 2.0709  -0.0352
86 S 1.8622 -0.1606 2.3723  0.8535
87 C 1.8960 -1.8601 2.9413  -0.1961
88 O 1.7422 0.7036 3.5764  -0.4953
89 H 7.7569 -0.2596 -0.4798  0.0726
90 H 8.2973 0.0025 1.1792  0.0817
91 H 7.8224 1.3734 0.1853  0.0818
92 H 5.5441 -1.0750 -0.7050  0.1105
93 H 3.2074 -1.2710 0.1051  0.0766
94 H 4.1234 1.2292 3.4337  0.1081
95 H 6.4723 1.4432 2.6237  0.1158
96 H 2.6478 -1.9476 3.7241  0.0699
97 H 2.0992 -2.5072 2.0882  0.0543
98 H 0.8979 -2.0755 3.3249  0.0518


5.
# C47H51BF8O7P

A cluster of 7 separate species, C47H51BF8O7P in total (the ωB97M-V functional and the def2-TZVPD basis, the OMol25 dataset).

Properties
Frontier orbital gap in Ha: 0.264
Net charge: -1
Electronic energy in eV: -95608.4557

Last column: Löwdin charge in e.
Element x y z (Å)
1 C 3.6800 1.3906 0.9609  -0.1130
2 C 3.7951 1.0647 -0.5805  -0.1972
3 C 2.5993 1.6560 -1.3660  -0.2463
4 O 1.7155 0.6445 -1.8401  -0.1607
5 C 0.6672 1.3000 -2.5711  -0.1390
6 C -0.6887 0.5533 -2.5479  -0.1991
7 O -1.5887 1.5529 -3.0152  -0.0421
8 B -2.2703 2.3175 -1.9425  -0.7034
9 C -1.7860 3.8514 -1.6658  -0.0670
10 C -2.0851 4.3618 -0.2328  -0.3890
11 C -3.5878 4.2008 0.1536  -0.0423
12 F -1.3249 3.7094 0.7599  -0.0672
13 O -2.0768 1.3948 -0.7790  -0.0702
14 C -1.3644 0.2432 -1.1422  -0.3705
15 C -2.5531 -0.7856 -1.2965  -0.0160
16 C -2.1744 -2.0211 -2.1094  -0.4651
17 O -1.2944 -2.7191 -1.8783  0.1833
18 F -2.9205 -2.3049 -3.2394  0.0530
19 P -0.3140 0.0060 0.3671  0.6128
20 O 0.4343 1.2278 0.6527  -0.2437
21 O 0.7213 -1.2663 0.2576  -0.1272
22 O -1.3240 -0.2618 1.6721  -0.1632
23 H 3.5509 2.4872 1.0586  0.0679
24 H 2.8195 0.8710 1.4211  0.0536
25 H 4.6228 1.1669 1.4986  0.0523
26 H 4.6985 1.6133 -0.9224  0.0998
27 H 3.9764 -0.0056 -0.7637  0.0921
28 H 2.9908 2.1709 -2.2758  0.1220
29 H 2.0908 2.3732 -0.6909  0.1070
30 H 0.9928 1.3242 -3.6276  0.1134
31 H 0.5696 2.3622 -2.2856  0.1192
32 H -0.6379 -0.2361 -3.3183  0.1492
33 H -3.4619 2.2271 -2.2172  0.1048
34 H -0.7074 4.0315 -1.8561  0.0909
35 H -2.3396 4.5470 -2.3359  0.1024
36 H -1.8042 5.4371 -0.1829  0.1235
37 H -4.1914 4.2667 -0.7661  0.0773
38 H -3.8322 5.0311 0.8438  0.0662
39 H -3.7030 3.2176 0.6388  0.0808
40 H -3.4177 -0.3092 -1.7901  0.1167
41 H -2.9217 -1.0842 -0.2963  0.1255
42 H 0.2719 -2.0212 0.6845  0.0604
43 H -1.9324 0.5014 1.6857  0.0874
44 F -0.0280 1.2093 -5.4404  0.0732
45 C 0.1621 0.7807 -6.6936  -0.2728
46 C -0.4835 1.4237 -7.7335  -0.0108
47 C -0.2813 0.9809 -9.0332  -0.0924
48 C 0.5536 -0.1030 -9.2770  -0.1113
49 C 1.1915 -0.7417 -8.2211  -0.0913
50 C 1.0002 -0.2954 -6.9209  -0.0099
51 H -1.1361 2.2608 -7.5219  0.1198
52 H -0.7756 1.4809 -9.8569  0.0999
53 H 0.7066 -0.4496 -10.2920  0.0945
54 H 1.8388 -1.5889 -8.4105  0.1008
55 H 1.4952 -0.7749 -6.0857  0.1202
56 F 5.8988 -0.9314 0.6858  0.0593
57 C 5.5412 -2.2261 0.7056  -0.2795
58 C 4.2424 -2.5573 1.0398  -0.0223
59 C 3.8681 -3.8916 1.0602  -0.0792
60 C 4.7973 -4.8784 0.7557  -0.0991
61 C 6.1008 -4.5302 0.4240  -0.0917
62 C 6.4762 -3.1945 0.3927  -0.0208
63 H 3.5341 -1.7744 1.2807  0.1018
64 H 2.8515 -4.1632 1.3141  0.1071
65 H 4.5039 -5.9210 0.7766  0.0975
66 H 6.8259 -5.2999 0.1900  0.0992
67 H 7.4849 -2.9020 0.1294  0.1133
68 F -6.6910 0.2652 -1.7892  0.0715
69 C -6.9113 -1.0556 -1.7061  -0.2797
70 C -8.1339 -1.5087 -1.2461  -0.0240
71 C -8.3628 -2.8756 -1.1648  -0.0953
72 C -7.3661 -3.7704 -1.5335  -0.1047
73 C -6.1411 -3.2991 -1.9894  -0.0729
74 C -5.9123 -1.9339 -2.0820  -0.0059
75 H -8.8951 -0.7956 -0.9558  0.1134
76 H -9.3189 -3.2430 -0.8129  0.0991
77 H -7.5451 -4.8366 -1.4652  0.0964
78 H -5.3619 -3.9956 -2.2733  0.1063
79 H -4.9691 -1.5513 -2.4426  0.0878
80 F -3.2143 -6.7565 4.2359  0.0472
81 C -2.9062 -5.6152 3.5861  -0.2933
82 C -2.0612 -5.6669 2.4949  -0.0223
83 C -1.7492 -4.4914 1.8242  -0.0746
84 C -2.2770 -3.2813 2.2592  -0.0860
85 C -3.1211 -3.2465 3.3607  -0.0704
86 C -3.4436 -4.4211 4.0270  -0.0225
87 H -1.6539 -6.6183 2.1763  0.1143
88 H -1.0938 -4.5192 0.9618  0.1032
89 H -2.0247 -2.3648 1.7328  0.0650
90 H -3.5288 -2.3032 3.7015  0.1083
91 H -4.1069 -4.4149 4.8827  0.1138
92 F 3.4031 5.7053 2.6153  0.0481
93 C 2.1358 5.9055 3.0296  -0.2879
94 C 1.9139 6.5930 4.2082  -0.0353
95 C 0.6091 6.8035 4.6331  -0.1013
96 C -0.4528 6.3162 3.8810  -0.0957
97 C -0.2123 5.6228 2.7000  -0.0629
98 C 1.0902 5.4202 2.2680  0.0054
99 H 2.7558 6.9574 4.7837  0.1093
100 H 0.4210 7.3469 5.5513  0.0966
101 H -1.4704 6.4771 4.2162  0.0967
102 H -1.0350 5.2394 2.1172  0.0823
103 H 1.2950 4.8888 1.3466  0.1207
104 F 4.1440 -3.2953 4.0982  0.0608
105 C 4.4079 -2.1886 4.8177  -0.2770
106 C 4.9657 -2.3196 6.0754  -0.0251
107 C 5.2425 -1.1784 6.8157  -0.0941
108 C 4.9493 0.0758 6.2950  -0.1013
109 C 4.3841 0.1909 5.0311  -0.0697
110 C 4.1158 -0.9469 4.2841  -0.0039
111 H 5.1796 -3.3062 6.4669  0.1129
112 H 5.6865 -1.2674 7.7994  0.0995
113 H 5.1621 0.9649 6.8759  0.0980
114 H 4.1514 1.1678 4.6261  0.1092
115 H 3.6837 -0.8743 3.2953  0.0952